1.
Molecular formula: C17H20BrOPdSSi
Method: DFT, ωB97M-V/def2-TZVPD

Properties
- Multiplicity: 2
- Energy above the lowest of the compared OMol25 structures with the same formula, charge and spin: 0.803 eV
- Charge: -2
- Highest occupied orbital energy (spin up / spin down): 0.023 / 0.032 hartree
- Frontier orbital gap (spin up / spin down): 4.22 / 3.98 eV
- Molar mass: 486.8 g mol⁻¹
- Energy: -112233.542 eV

Geometry (Å):
Pd: 0.0253 0.1101 -0.1210
Br: -1.3902 -2.0598 0.9001
C: -0.0477 -2.4032 2.2781
C: -0.2179 -3.5284 3.0771
C: 0.7249 -3.8173 4.0483
C: 1.8142 -2.9800 4.2393
C: 2.0046 -1.8381 3.4288
C: 3.1106 -0.9933 3.6037
C: 3.3049 0.1075 2.7826
C: 2.4020 0.3898 1.7657
C: 1.2883 -0.4179 1.5567
C: 1.0662 -1.5362 2.3853
H: -1.0862 -4.1570 2.9407
H: 0.6187 -4.7033 4.6654
H: 2.5609 -3.2126 4.9922
H: 3.8155 -1.2175 4.4018
H: 4.1606 0.7573 2.9446
H: 2.5538 1.2695 1.1412
C: 0.0562 1.4012 -3.6348
Si: 0.0168 -0.4776 -3.2093
C: 0.5984 -1.2893 -4.8776
C: -1.8132 -1.0861 -3.1453
C: 1.0422 -0.9688 -1.7427
H: -0.6746 1.6665 -4.3977
H: 1.0352 1.6890 -4.0081
H: -0.1319 2.0080 -2.7517
H: 0.0072 -0.9316 -5.7189
H: 0.4966 -2.3710 -4.8339
H: 1.6421 -1.0681 -5.0891
H: -2.4631 -0.4968 -3.7905
H: -2.2010 -1.0331 -2.1308
H: -1.8902 -2.1211 -3.4706
H: 2.0823 -0.6377 -1.7974
H: 0.9893 -2.0308 -1.4854
C: -2.6035 1.5164 -0.7132
C: -1.4895 1.8101 0.3263
O: -1.7879 1.7684 1.5450
H: -3.3871 2.2653 -0.5710
H: -3.0361 0.5294 -0.5247
H: -2.2467 1.5797 -1.7430
S: 0.6381 3.5989 -0.1812
C: -0.2277 2.2074 -0.1975

natural (NBO) atomic charge list, values in e, 4 entries: 0.543 0.047 0.035 -0.309


2.
Molecular formula: C17H20ClN7PS
Method: DFT, ωB97M-V/def2-TZVPD

Properties
- Charge: +1
- Highest occupied orbital energy: -0.414 hartree
- Frontier orbital gap: 7.13 eV
- Molar mass: 420.9 g mol⁻¹
- Energy: -61018.661 eV

Geometry (Å):
N: 0.4894 -0.7020 3.3057
C: -0.6209 0.0175 2.9171
N: -1.9336 -0.7575 2.9039
C: -2.8547 0.3611 2.4299
P: -4.6911 -0.1229 2.2023
S: -5.1364 0.3375 0.3241
N: -2.1025 1.6533 2.1954
Cl: -2.7992 3.1305 1.6214
N: -0.7545 1.4766 2.4732
H: 0.3465 -1.6470 3.7659
H: 1.4214 -0.2405 3.1953
H: -4.7901 -1.5679 2.4264
H: -5.4832 0.6221 3.1593
H: 0.0592 2.1549 2.3937
N: -5.1462 0.6626 -4.0578
C: -4.9858 0.2159 -5.3228
C: -4.1724 -0.8523 -5.6656
C: -3.4765 -1.5016 -4.6514
C: -3.6196 -1.0636 -3.3388
C: -4.4592 0.0111 -3.0944
H: -5.5470 0.7572 -6.0789
H: -4.0833 -1.1699 -6.6982
H: -2.8283 -2.3421 -4.8817
H: -3.0905 -1.5480 -2.5259
H: -4.6069 0.3879 -2.0862
N: 1.8927 3.0175 1.3721
C: 1.8777 2.4591 0.1419
C: 3.0181 2.0644 -0.5391
C: 4.2511 2.2565 0.0751
C: 4.2993 2.8309 1.3411
C: 3.1043 3.1897 1.9438
H: 0.8921 2.3331 -0.2967
H: 2.9467 1.6185 -1.5247
H: 5.1670 1.9609 -0.4284
H: 5.2444 2.9945 1.8464
H: 3.0891 3.6383 2.9332
N: 2.9395 -2.0806 2.0183
C: 3.2859 -1.1071 1.1479
C: 3.8141 -1.3502 -0.1099
C: 4.0033 -2.6717 -0.5001
C: 3.6579 -3.6964 0.3750
C: 3.1330 -3.3537 1.6107
H: 3.1224 -0.0926 1.4998
H: 4.0721 -0.5291 -0.7691
H: 4.4162 -2.9013 -1.4781
H: 3.7936 -4.7365 0.1010
H: 2.8446 -4.1175 2.3275

natural (NBO) atomic charge list, values in e, 4 entries: -0.761 0.583 -0.445 0.128


3.
Molecular formula: C17H20FN2Si
Method: DFT, ωB97M-V/def2-TZVPD

Properties
- Charge: +1
- Highest occupied orbital energy: -0.452 hartree
- Frontier orbital gap: 7.51 eV
- Molar mass: 299.4 g mol⁻¹
- Energy: -31520.791 eV

Geometry (Å):
F: 2.9706 2.7914 1.6684
C: 2.5362 1.4973 1.8055
C: 3.4340 0.4626 1.9999
C: 2.9470 -0.8196 1.9731
C: 1.6120 -1.0876 1.7189
C: 0.7554 -0.0336 1.3680
C: -0.6260 -0.3718 0.7282
C: -1.8772 0.2447 1.4302
C: -3.0077 -0.5735 1.5222
C: -4.2493 0.0332 1.7201
C: -4.3597 1.4074 1.8885
C: -3.1912 2.1602 2.0110
C: -1.9353 1.5426 1.9071
C: 1.1767 1.2870 1.4984
H: 4.4767 0.7031 2.0944
H: 3.6406 -1.6525 2.0840
H: 1.2509 -2.1224 1.7355
H: -0.7704 -1.4618 0.7567
H: -2.9374 -1.6545 1.3502
H: -5.1347 -0.5806 1.6343
H: -5.3286 1.8796 1.8801
H: -3.2477 3.2270 2.1056
H: -1.0430 2.1381 2.1120
H: 0.5380 2.1238 1.1940
C: 2.4381 0.3406 -1.9700
Si: 0.8801 -0.6344 -2.2467
C: 0.5234 -0.5683 -4.1200
C: 1.1102 -2.4200 -1.8015
C: -0.4999 -0.0211 -0.9147
N: -1.7830 -0.3790 -1.5773
N: -2.8307 -0.3583 -1.9700
H: 3.3769 -0.0442 -2.3744
H: 2.3510 1.3431 -2.3803
H: 2.6305 0.4688 -0.9117
H: 1.1888 -1.0089 -4.8814
H: -0.4355 -1.0191 -4.3643
H: 0.4289 0.4590 -4.4800
H: 1.9542 -2.9012 -2.2891
H: 1.2570 -2.5139 -0.7285
H: 0.2131 -2.9776 -2.0652
H: -0.4327 1.0940 -1.1111

natural (NBO) atomic charge list, values in e, 4 entries: -0.319 0.420 -0.268 -0.174


4.
Molecular formula: C17H20FN5O3
Method: DFT, ωB97M-V/def2-TZVPD

Properties
- Charge: 0
- Highest occupied orbital energy: -0.286 hartree
- Frontier orbital gap: 8.25 eV
- Molar mass: 361.4 g mol⁻¹
- Energy: -34265.839 eV

Geometry (Å):
C: 2.0072 -1.5970 0.5970
N: 0.6998 -1.2518 0.1118
C: -0.1242 -1.9748 -0.6862
N: -1.2590 -1.3487 -0.9710
C: -1.1599 -0.1588 -0.3369
C: 0.0364 -0.0560 0.3503
C: 0.3995 1.1008 1.0898
O: 1.4251 1.2904 1.7244
N: -0.6039 2.0761 1.0243
C: -1.8223 2.0011 0.3639
O: -2.6286 2.9074 0.4075
N: -2.0832 0.8371 -0.3240
C: -3.3183 0.6901 -1.0606
H: -3.0977 0.5298 -2.1155
H: -3.8949 1.6031 -0.9286
H: -3.8725 -0.1680 -0.6804
C: -0.2865 3.3405 1.6728
C: 0.9383 3.9940 1.0926
C: 1.8110 4.6978 1.9134
C: 2.9334 5.3237 1.4032
C: 3.2156 5.2528 0.0498
C: 2.3666 4.5563 -0.7902
C: 1.2450 3.9447 -0.2617
F: 0.4376 3.2748 -1.1196
H: 2.5567 4.4786 -1.8493
H: 4.0939 5.7337 -0.3525
H: 3.5939 5.8623 2.0655
H: 1.6029 4.7466 2.9716
H: -1.1614 3.9854 1.5418
H: -0.1231 3.1587 2.7390
N: 0.2287 -3.1843 -1.1930
H: 0.9431 -3.6759 -0.6760
C: -0.7905 -4.0038 -1.8131
H: -0.2888 -4.7116 -2.4795
H: -1.4038 -3.3300 -2.4125
C: -1.6896 -4.7339 -0.8075
H: -2.5074 -5.2115 -1.3484
H: -2.1138 -3.9947 -0.1273
C: -0.9551 -5.8031 0.0068
O: -0.6154 -6.9426 -0.7439
H: -0.0999 -6.6740 -1.5124
H: -1.6061 -6.1700 0.8035
H: -0.0563 -5.3734 0.4774
H: 1.9629 -2.4815 1.2385
H: 2.6894 -1.7869 -0.2346
H: 2.3749 -0.7535 1.1798

natural (NBO) atomic charge list, values in e, 4 entries: -0.428 -0.329 0.568 -0.562